1.
{"formula": "C50H126F6N10O20S2", "method": "ωB97M-V with the def2-TZVPD basis set", "elements": ["O", "H", "H", "H", "C", "F", "F", "F", "S", "O", "O", "N", "S", "O", "O", "C", "F", "F", "F", "C", "C", "C", "O", "C", "N", "H", "H", "H", "H", "H", "H", "H", "H", "H", "H", "H", "C", "C", "C", "O", "C", "N", "H", "H", "H", "H", "H", "H", "H", "H", "H", "H", "H", "C", "C", "C", "O", "C", "N", "H", "H", "H", "H", "H", "H", "H", "H", "H", "H", "H", "C", "O", "C", "C", "N", "C", "C", "O", "C", "H", "H", "H", "H", "H", "H", "H", "H", "H", "H", "H", "H", "H", "H", "H", "C", "O", "C", "C", "N", "C", "C", "O", "C", "H", "H", "H", "H", "H", "H", "H", "H", "H", "H", "H", "H", "H", "H", "H", "C", "O", "C", "C", "N", "C", "C", "O", "C", "H", "H", "H", "H", "H", "H", "H", "H", "H", "H", "H", "H", "H", "H", "H", "C", "O", "C", "C", "N", "C", "C", "O", "C", "H", "H", "H", "H", "H", "H", "H", "H", "H", "H", "H", "H", "H", "H", "H", "C", "O", "C", "C", "N", "C", "C", "O", "C", "H", "H", "H", "H", "H", "H", "H", "H", "H", "H", "H", "H", "H", "H", "H", "C", "O", "C", "C", "N", "C", "C", "O", "C", "H", "H", "H", "H", "H", "H", "H", "H", "H", "H", "H", "H", "H", "H", "H"], "xyz": [[-2.29017, -1.33283, 3.54061], [-2.73216, -2.12977, 3.19077], [-1.77274, -0.82889, 2.76477], [-3.08757, -0.74739, 3.79790], [-2.89231, 0.30459, -0.15518], [-2.77099, -0.99742, -0.08115], [-2.73058, 0.66340, -1.44629], [-4.11923, 0.72926, 0.12342], [-1.58518, 1.22575, 0.91993], [-0.78722, 1.97493, -0.01932], [-2.23876, 2.07700, 1.86505], [-0.92875, -0.16305, 1.70998], [0.54823, -0.11217, 1.29682], [0.91126, -0.06813, -0.09252], [1.22706, 0.91650, 2.08305], [1.12527, -1.83734, 1.76434], [0.77916, -2.06057, 3.04813], [0.63168, -2.74480, 0.93539], [2.44687, -1.88204, 1.70015], [4.17862, -4.33292, -1.05211], [3.19028, -5.37849, -0.51280], [3.52896, -5.66078, 0.94824], [3.19726, -4.51992, 1.73038], [2.81717, -4.81155, 3.05331], [1.78289, -5.10336, -0.66051], [4.04311, -3.33424, -0.63711], [4.20256, -4.28594, -2.14442], [5.21413, -4.64811, -0.88354], [3.31759, -6.30137, -1.08794], [4.54848, -5.99986, 1.15978], [2.92981, -6.50477, 1.31686], [1.81833, -5.26669, 3.05771], [2.75948, -3.95392, 3.71931], [3.43491, -5.55890, 3.56049], [1.64582, -4.69060, -1.58117], [1.45768, -4.38600, -0.02737], [-0.03130, -2.36310, -3.43891], [1.46623, -2.17928, -3.26810], [2.31104, -2.97411, -4.24132], [2.26711, -4.37145, -3.97000], [2.94919, -5.09470, -4.97909], [1.81715, -0.73693, -3.39062], [-0.36118, -1.82513, -4.32935], [-0.67190, -2.16640, -2.58030], [-0.15688, -3.43686, -3.63653], [1.83833, -2.47752, -2.28064], [3.29367, -2.48865, -4.28926], [1.98057, -2.85018, -5.28409], [4.02819, -4.91973, -4.93172], [2.64670, -4.71152, -5.96123], [2.65589, -6.13617, -4.88066], [1.48791, -0.57080, -4.34132], [1.22511, -0.24767, -2.72856], [-2.50749, 1.72723, 5.66815], [-3.94057, 1.31852, 5.35320], [-5.01903, 2.42760, 5.57830], [-5.20970, 2.47584, 6.96565], [-6.49535, 2.97353, 7.35195], [-4.10699, 0.65643, 4.03101], [-2.15371, 2.49251, 4.96854], [-1.75349, 0.96680, 5.85117], [-2.57245, 2.34052, 6.57317], [-4.14541, 0.58081, 6.13346], [-5.95946, 2.15608, 5.08579], [-4.63429, 3.38429, 5.20369], [-6.56233, 3.94515, 6.85494], [-6.55651, 2.98028, 8.43413], [-7.30610, 2.35567, 6.95249], [-3.73045, 1.32675, 3.35369], [-5.10429, 0.74831, 3.84997], [-0.11727, -6.27496, 8.60777], [0.42466, -5.42415, 7.61593], [1.61413, -5.99183, 7.05142], [2.33093, -4.87473, 6.33162], [2.91667, -3.95567, 7.28781], [3.80300, -2.95727, 6.69951], [3.19896, -1.89542, 5.77687], [2.49172, -0.88624, 6.49937], [1.66333, -0.10077, 5.65822], [0.56587, -6.38066, 9.45357], [-0.35057, -7.23300, 8.12957], [-1.06723, -5.91568, 9.00375], [1.25234, -6.69159, 6.29087], [2.31117, -6.44823, 7.75408], [1.69836, -4.36474, 5.59184], [3.10729, -5.28834, 5.68270], [2.23999, -3.49499, 7.87952], [4.65580, -3.34045, 6.13449], [4.26133, -2.38891, 7.51234], [2.52132, -2.20690, 4.96915], [3.98596, -1.36246, 5.22656], [1.12986, 0.66926, 6.21184], [0.83859, -0.78970, 5.41116], [2.10609, 0.24052, 4.72162], [-3.53784, 0.33830, -4.72488], [-2.41895, 0.45910, -5.54897], [-1.57731, 1.50927, -5.15027], [-0.48994, 1.61353, -6.23451], [0.40936, 0.46790, -6.43873], [1.46878, 0.86288, -7.37051], [2.51452, -0.21981, -7.58101], [2.16040, -1.19987, -8.56409], [1.13546, -2.11479, -8.21816], [-4.06243, 1.28965, -4.56648], [-3.38678, -0.12189, -3.74284], [-4.31369, -0.29129, -5.16972], [-1.03885, 1.35947, -4.20951], [-2.10689, 2.46561, -5.20858], [0.27046, 2.35907, -5.97540], [-0.86913, 1.97734, -7.20017], [-0.17294, -0.31349, -6.70745], [1.95437, 1.72039, -6.90183], [0.97639, 1.09758, -8.32305], [2.74237, -0.62545, -6.59044], [3.41725, 0.28146, -7.92717], [1.05092, -2.70473, -9.13156], [0.19313, -1.63826, -7.95330], [1.37256, -2.85912, -7.45061], [2.47045, 4.97083, -5.11625], [2.60909, 4.22494, -3.93776], [1.45073, 3.57910, -3.46237], [1.63534, 3.19921, -2.02228], [1.80995, 4.42080, -1.14814], [2.14285, 4.10901, 0.25425], [3.52266, 3.54544, 0.51202], [4.49425, 4.53156, 0.22754], [5.80652, 4.08691, 0.32946], [1.96453, 4.44805, -5.93267], [3.45679, 5.23264, -5.50599], [2.03517, 5.94405, -4.86518], [1.40916, 2.61834, -3.99444], [0.49744, 4.10742, -3.57459], [2.58802, 2.66537, -1.93180], [0.85959, 2.53439, -1.64353], [2.67281, 4.76964, -1.56101], [1.38126, 3.46394, 0.69678], [2.01989, 5.05108, 0.79542], [3.74454, 2.68110, -0.12638], [3.51919, 3.15590, 1.53745], [6.08217, 3.24704, -0.32572], [6.14764, 3.68699, 1.29414], [6.48828, 4.89545, 0.06911], [-8.83216, -3.38070, -0.29669], [-8.11531, -2.17053, -0.19967], [-8.25710, -1.39273, -1.38557], [-7.56724, -0.05268, -1.26304], [-8.50356, 1.00158, -0.87655], [-8.08458, 2.36747, -1.23845], [-7.44395, 2.49401, -2.63401], [-8.33210, 1.99373, -3.61857], [-7.80617, 2.13886, -4.93690], [-8.52551, -4.04323, 0.50890], [-8.61564, -3.89938, -1.23947], [-9.91753, -3.24475, -0.29589], [-9.30769, -1.27869, -1.68762], [-7.85192, -2.04979, -2.16740], [-7.15415, 0.03467, -2.27658], [-6.73773, -0.08408, -0.55661], [-9.34002, 0.81383, -1.41850], [-7.28813, 2.73913, -0.58637], [-8.91155, 3.06349, -1.12020], [-6.48647, 1.97522, -2.75759], [-7.18838, 3.55422, -2.76223], [-8.63144, 2.49734, -5.55320], [-7.36658, 1.20709, -5.28914], [-7.08957, 2.96136, -5.01854], [5.07467, 0.76216, 3.45343], [5.48932, -0.59027, 3.46531], [5.64832, -1.12073, 2.18149], [5.77578, -2.64518, 2.10194], [6.80554, -3.10941, 3.05295], [6.68894, -4.50399, 3.38178], [7.55300, -4.88135, 4.58699], [6.85464, -4.39512, 5.72258], [7.44200, -4.54108, 7.00041], [5.90558, 1.31294, 2.99932], [4.91592, 1.21251, 4.43266], [4.13171, 0.86240, 2.90761], [6.44397, -0.64476, 1.59919], [4.72494, -0.97110, 1.60512], [6.18953, -2.92677, 1.13278], [4.82768, -3.09184, 2.41256], [6.47506, -2.65714, 3.90775], [6.89592, -5.19051, 2.55715], [5.68302, -4.73760, 3.76890], [8.59724, -4.56015, 4.54709], [7.59007, -5.97734, 4.63799], [8.29667, -3.87350, 7.13786], [7.82147, -5.55101, 7.18639], [6.63432, -4.32229, 7.69432], [-1.68027, 5.00823, -0.55082], [-3.09758, 4.92304, -0.69382], [-3.51775, 4.18783, -1.83213], [-3.21459, 4.88670, -3.17221], [-3.63863, 6.29307, -3.22807], [-2.54455, 7.22639, -3.03935], [-1.80912, 7.60164, -4.30637], [-2.51526, 8.59640, -5.02408], [-1.89632, 8.83675, -6.28464], [-1.47939, 5.96928, -0.07793], [-0.98106, 4.88301, -1.38047], [-1.36938, 4.23546, 0.15022], [-4.60276, 4.17380, -1.69439], [-3.14259, 3.16004, -1.79839], [-3.75222, 4.28049, -3.91004], [-2.17420, 4.84226, -3.49920], [-4.33921, 6.45377, -2.51647], [-1.75093, 6.83674, -2.38614], [-2.77541, 8.16293, -2.52485], [-1.80063, 6.73592, -4.98511], [-0.77450, 7.83105, -4.02844], [-0.81346, 8.94511, -6.15912], [-2.19530, 9.78403, -6.72666], [-2.11665, 7.96085, -6.89818]], "atomic_forces_ev_per_a": [[-0.9, -0.5, -0.1], [0.5, 0.0, -0.1], [0.6, 0.0, -0.1], [-0.3, 1.1, 0.3], [0.2, 1.6, -1.4], [-0.3, -0.4, 0.4], [0.7, -0.2, 0.4], [-0.2, -0.5, 1.0], [-0.6, 0.6, -0.5], [-0.3, -1.6, 0.6], [-0.8, -0.9, 0.7], [-3.3, 2.0, -1.4], [5.9, 0.8, 0.1], [-0.8, -0.7, -0.2], [-0.4, -1.5, -0.1], [0.5, 1.2, 0.6], [-0.4, -0.6, -0.4], [-0.5, 0.0, 0.5], [-0.2, 0.3, -0.1], [0.6, -0.2, -0.7], [1.1, -0.1, 0.2], [-1.0, -0.8, 0.7], [0.2, 0.3, 0.2], [-0.7, -1.0, 0.1], [-0.7, 0.7, -0.3], [-0.1, 0.0, 0.0], [-0.7, 0.2, 0.0], [-0.1, 0.0, 0.6], [0.5, -0.1, 0.2], [0.3, 0.5, -0.4], [-0.3, 0.0, -0.2], [-0.2, 0.0, -0.1], [0.3, 0.4, -0.6], [0.5, 0.1, -0.3], [-0.1, -0.3, -0.1], [0.3, 0.0, 0.3], [0.2, -1.8, -0.4], [0.4, 0.9, 1.1], [-0.4, 0.3, -1.0], [0.4, 0.6, 0.1], [-0.3, 0.6, -0.1], [0.2, -1.2, -0.6], [-0.1, 0.1, 0.1], [0.3, 0.5, 0.1], [-0.4, 0.1, -0.1], [-0.4, -0.2, 0.1], [0.4, -0.6, 0.6], [-0.5, 0.2, 0.0], [0.1, -0.3, 0.2], [-0.2, -0.2, -0.1], [0.3, -0.1, 0.0], [-0.1, 1.1, 0.2], [0.0, 0.3, -0.1], [-0.4, 2.0, 0.0], [-0.1, -0.8, 0.8], [1.3, -0.6, 0.3], [-0.4, -0.2, 0.8], [0.7, 0.1, -1.2], [0.3, 0.8, -0.1], [0.2, -0.4, -0.4], [-0.3, -0.3, -0.3], [0.0, -0.4, 0.3], [-0.5, -0.2, -0.2], [0.1, 0.0, -0.2], [-0.3, 0.1, -0.1], [-0.5, 0.3, 0.7], [0.1, 0.3, 0.0], [0.1, -0.2, 0.0], [0.3, -0.2, -0.1], [-0.1, -0.8, -0.2], [-0.2, -0.3, -0.4], [0.4, 0.1, 0.9], [-0.9, 0.8, -1.3], [0.1, 0.4, -0.1], [1.0, 0.1, -0.5], [-0.3, 1.1, -0.2], [-0.2, 1.2, -0.6], [0.2, 0.5, 0.6], [-1.2, -1.7, 0.3], [0.1, -0.2, -0.1], [0.2, -0.3, 0.3], [0.1, 0.5, -0.3], [0.4, -0.5, 0.1], [-0.3, -0.1, 0.3], [-0.6, -0.1, 0.3], [0.4, -0.2, 0.5], [-0.3, -0.1, -0.2], [-0.2, -0.8, 0.1], [0.0, 0.0, 0.1], [0.0, -0.8, 0.3], [0.3, -0.4, 0.1], [0.7, 0.4, 0.2], [-0.1, 0.2, -0.6], [0.3, 0.2, 0.2], [-1.5, -0.3, 0.4], [-0.2, -0.3, 0.4], [1.6, 0.2, -1.8], [1.4, 0.5, -0.1], [-0.9, 0.0, 1.2], [-1.0, -1.1, 0.0], [-0.3, 0.2, -0.1], [0.3, 0.4, 1.0], [0.4, -0.4, -0.7], [0.3, 0.2, 0.0], [0.7, 0.2, 0.0], [0.4, -0.1, -0.5], [-0.5, -0.2, 0.3], [-0.1, 0.0, 0.5], [-0.7, 0.6, 0.5], [-0.5, -0.2, 0.1], [0.4, -0.1, -0.4], [0.0, 0.2, -0.3], [0.6, 0.5, -0.2], [0.0, -0.5, -0.1], [0.1, -0.3, -0.3], [-0.6, 0.1, 0.0], [-0.1, 0.0, -0.2], [0.4, 0.4, 0.3], [0.4, 0.7, 0.1], [0.3, 0.3, 0.2], [-0.1, -1.2, 0.0], [1.2, 0.7, 1.5], [0.0, -1.0, -0.9], [-0.5, 0.4, -0.3], [-0.2, -0.6, -0.3], [-0.2, 0.2, 0.5], [1.4, -0.6, -0.2], [-0.4, 0.0, 0.2], [0.2, -0.3, 0.2], [-0.6, -0.1, -0.3], [-0.5, 0.0, -0.2], [0.2, 0.5, -0.3], [-0.2, -0.5, -0.4], [-0.2, 0.2, -0.1], [-0.2, 0.7, 0.2], [0.1, -0.3, -0.3], [0.3, 0.0, 0.1], [-0.2, -0.1, 0.0], [0.5, 0.3, 0.2], [-0.6, 0.1, -0.5], [-0.6, 0.4, 0.5], [-0.2, 0.2, 0.0], [0.1, -0.2, -0.4], [-0.6, 0.2, 0.2], [0.1, -1.2, 0.5], [0.0, -0.3, -0.5], [-0.1, 0.3, -0.5], [1.2, -0.6, -0.5], [-0.4, 0.1, 0.1], [0.3, 0.5, -0.1], [-0.6, 0.7, 0.2], [-0.1, 0.1, 0.2], [0.2, 0.0, -0.1], [-0.1, 0.2, 0.3], [-0.1, 0.2, 0.4], [0.4, 0.5, -0.3], [0.2, 0.7, 0.1], [0.0, -0.2, 0.0], [-0.1, 0.2, 0.1], [-0.1, -0.2, 0.4], [-0.2, -0.2, -0.2], [0.1, -0.2, 0.5], [-0.3, 0.1, -0.3], [-0.1, -0.6, -0.3], [0.0, 0.0, -0.1], [0.3, -0.2, 0.3], [0.5, 0.1, -0.6], [-0.1, -0.6, 1.0], [-0.8, -0.4, -1.6], [1.3, 0.2, 1.6], [-0.4, 0.8, 0.6], [0.1, -0.7, 0.8], [-0.2, -0.7, 0.1], [0.1, 0.3, 0.0], [0.1, -0.2, -0.5], [-0.4, 0.4, -0.3], [0.2, -0.7, 0.3], [0.1, 0.2, -0.3], [0.3, 0.2, 0.4], [0.0, 0.5, -0.1], [-0.9, 0.0, -0.4], [-0.1, -0.1, -0.8], [0.7, 0.2, 0.2], [0.1, 0.3, -0.2], [-0.2, -0.2, -0.4], [-0.1, 0.5, -0.1], [0.0, -0.1, 0.1], [-0.1, 0.2, 0.0], [-0.2, -0.2, -0.1], [0.2, 0.1, 0.2], [0.3, -0.1, 1.5], [0.6, 0.0, -0.9], [0.0, 0.9, 0.3], [-0.4, -0.1, -0.1], [-0.1, -0.2, 0.2], [1.2, 0.3, 0.4], [-0.9, -0.8, -0.6], [0.6, 1.0, 0.1], [0.3, -0.4, 0.7], [0.1, 0.1, -0.1], [-0.7, 0.1, -0.6], [0.0, 0.0, 0.2], [-0.1, -0.2, -0.3], [0.1, 0.0, -0.2], [-0.1, 0.1, -0.2], [0.2, -0.1, 0.4], [0.0, 0.0, 0.0], [-0.1, -0.4, 0.0], [-0.8, -0.1, -0.2], [0.4, -0.3, 0.2], [0.0, 0.6, -0.4], [0.1, -0.3, 0.0], [-0.7, -0.2, 0.1], [0.1, 0.2, -0.5]], "homo_lumo_gap_ev": 7.864, "molar_mass_g_mol": 1365.730, "lumo_ha": -0.02000, "e_homo_ev": -8.409}

---

2.
{"formula": "C4H12O4", "method": "ωB97M-V with the def2-TZVPD basis set", "elements": ["C", "C", "C", "C", "O", "H", "H", "H", "H", "H", "H", "O", "H", "H", "O", "H", "H", "O", "H", "H"], "xyz": [[1.00924, -2.40263, 0.14208], [1.94296, -1.46697, -0.18763], [1.83397, -0.16422, 0.37041], [2.00769, 0.97214, -0.38402], [1.24786, 2.09430, -0.22867], [1.18821, -3.44555, 0.16093], [0.05579, -2.07327, 0.53939], [2.74679, -1.59867, -1.06121], [1.46746, -0.06400, 1.47373], [2.30865, 0.98712, -1.41478], [1.22791, 2.49355, 0.71164], [-2.04157, 0.40422, -1.38158], [-1.52888, 1.13094, -1.77940], [-2.16715, -0.34452, -2.00922], [-2.03283, -1.18297, 0.76080], [-2.74420, -1.47359, 0.20168], [-1.61904, -0.42204, 0.51828], [-1.26785, 2.19579, 1.09574], [-1.78272, 2.97770, 1.48620], [-1.85231, 1.38265, 0.98562]], "atomic_forces_ev_per_a": [[1.0, 1.4, 0.0], [1.0, -1.9, -1.8], [-0.3, 3.2, 0.9], [-2.3, -1.6, 0.8], [1.1, 2.1, 2.5], [0.0, -1.0, -1.1], [0.3, 0.0, 0.7], [-1.4, -0.2, 2.4], [0.3, -0.1, -2.3], [0.6, -0.6, -0.3], [-0.2, -1.4, -2.1], [-0.1, -0.2, -0.5], [-0.3, -0.7, -0.1], [0.5, 1.2, 0.4], [-1.3, -3.9, 2.8], [-0.1, 0.6, -0.5], [1.3, 2.9, -2.0], [-1.5, 0.3, 0.6], [0.7, -2.2, -0.9], [0.6, 2.1, 0.5]], "homo_lumo_gap_ev": 8.069, "molar_mass_g_mol": 124.136, "de_lowest_kj_mol": 378.3, "lumo_ha": 0.01609, "smiles": "C=C/C=C/O.O.O.O", "e_homo_ev": -7.632}

---

3.
{"formula": "C2H9BNO2S", "method": "ωB97M-V with the def2-TZVPD basis set", "elements": ["B", "C", "C", "N", "O", "O", "S", "H", "H", "H", "H", "H", "H", "H", "H", "H"], "xyz": [[-1.06434, 1.19676, -0.36999], [1.91100, 0.18295, -0.29950], [-0.84997, -0.28501, -0.48424], [-0.84425, -0.98739, 0.76110], [-1.02117, 1.99640, -1.49277], [-1.61563, 1.46765, 0.86190], [2.16017, -0.99745, 0.89694], [1.92963, 1.23023, -0.08403], [1.79620, -0.05353, -1.29359], [-0.32057, -0.80154, -1.38889], [0.20061, -1.31498, 0.97708], [-1.42003, -1.75290, 0.80038], [-1.09938, -0.42382, 1.52468], [-1.35939, 2.90374, -1.36250], [-1.90367, 2.38046, 0.93593], [1.71737, -2.02751, 0.12056]], "atomic_forces_ev_per_a": [[-1.5, 0.7, -1.0], [-1.1, 0.4, 1.4], [3.0, -1.2, -2.3], [3.3, 0.0, -0.9], [0.0, 0.3, 1.1], [0.3, 1.0, 0.0], [0.0, -0.3, -0.4], [0.3, 0.3, 0.5], [0.1, -0.7, -2.0], [-1.6, 0.6, 1.9], [-1.4, 0.4, 0.1], [-1.8, -2.8, -0.2], [-0.6, 1.6, 1.2], [0.3, -0.6, -0.2], [-0.1, 0.2, 0.4], [0.7, 0.1, 0.2]], "charge": 1, "homo_lumo_gap_ev": [9.100, 7.196], "molar_mass_g_mol": 121.978, "de_lowest_kj_mol": 252.5, "lumo_ha": [-0.16348, -0.18918], "e_homo_ev": [-13.548, -12.344]}

---

4.
{"formula": "C4H5NO", "method": "ωB97M-V with the def2-TZVPD basis set", "elements": ["O", "C", "C", "C", "C", "N", "H", "H", "H", "H", "H"], "xyz": [[2.39575, 0.02246, 0.46790], [1.29831, -0.25472, -0.25904], [0.21775, -0.97477, 0.07182], [-1.12000, -0.74335, 0.10460], [-1.43185, 0.68225, 0.02546], [-0.46126, 1.50081, -0.15974], [3.08493, -0.53580, 0.08027], [1.10929, -1.67126, -0.53182], [-1.86999, -1.49833, 0.26873], [-2.48356, 0.99908, 0.15469], [-0.73938, 2.47362, -0.22289]], "atomic_forces_ev_per_a": [[-0.2, -0.6, 0.3], [0.2, -0.2, -0.5], [0.3, 0.6, -0.2], [0.3, -0.3, 0.1], [0.4, 0.0, 0.1], [-0.3, 0.1, 0.2], [0.3, 0.8, -0.1], [-1.3, -0.2, 0.5], [0.0, 0.0, -0.2], [0.5, -0.2, -0.2], [-0.2, 0.0, 0.0]], "homo_lumo_gap_ev": 7.940, "molar_mass_g_mol": 83.090, "de_lowest_kj_mol": 547.0, "lumo_ha": 0.00860, "e_homo_ev": -7.706}